No. 1
# C2HClO

C2HClO in the gas phase (wB97M-V/def2-TZVPD, OMol25).

Last column: Mulliken charge in e.
Positions of all 5 atoms, in Å:
Cl (2.0651, -0.6212, -0.0774)  -0.10
C (0.5044, -0.0062, -0.2122)  0.38
C (-0.7517, -0.1395, 0.0058)  -0.22
O (-0.1337, 1.2140, -0.0723)  -0.42
H (-1.6840, -0.4472, 0.3561)  0.35

Summary:
- ΔE to the lowest compared entry with this formula, charge and spin (kcal/mol) = 74.9
- LUMO energy (eV) = 0.59
- HOMO (eV) = -8.28
- 2S+1 = 1
- SMILES = ClC1=CO1
- gap between HOMO and LUMO (eV) = 8.87

No. 2
# C2HClO2

C2HClO2 in the gas phase (wB97M-V/def2-TZVPD, OMol25).

Last column: Mulliken charge in e.
Positions of all 6 atoms, in Å:
C (-0.6561, 0.4505, -0.4301)  0.33
C (0.1580, 1.7685, -0.1352)  0.35
O (-1.3934, 0.0394, -1.2506)  -0.39
O (0.9546, 2.3265, 0.4916)  -0.18
Cl (-1.7036, 0.5152, 1.5014)  -0.34
H (0.3546, -0.1322, -0.2996)  0.23

Summary:
- ΔE to the lowest compared entry with this formula, charge and spin (kcal/mol) = 58.4
- LUMO energy (eV) = -2.15
- HOMO (eV) = -10.36
- 2S+1 = 1
- gap between HOMO and LUMO (eV) = 8.21

No. 3
# C2HClO2S

C2HClO2S in the gas phase (wB97M-V/def2-TZVPD, OMol25).

Last column: Mulliken charge in e.
Positions of all 7 atoms, in Å:
C (1.3199, -1.5452, 0.2595)  -0.27
C (2.4868, -0.8599, 0.4301)  0.55
O (3.2918, -1.0438, 1.2721)  -0.39
O (-0.7555, -2.6822, 0.2465)  -0.39
S (0.1923, -2.0839, -0.7487)  0.33
Cl (2.3940, 0.8084, -0.4429)  -0.24
H (-0.3238, -2.4368, 1.1823)  0.41

Summary:
- ΔE to the lowest compared entry with this formula, charge and spin (kcal/mol) = 57.5
- LUMO energy (eV) = -1.63
- HOMO (eV) = -9.85
- 2S+1 = 1
- gap between HOMO and LUMO (eV) = 8.22

No. 4
# C2HClO2S

2 unconnected molecules or ions with the total composition C2HClO2S (wB97M-V/def2-TZVPD, OMol25).

Last column: Mulliken charge in e.
Positions of all 7 atoms, in Å:
C (0.2280, -0.2061, -0.1282)  -0.47
C (-1.1045, 0.2604, 0.0412)  0.87
O (-1.5806, 1.3567, 0.1967)  -0.45
O (2.8045, 0.5112, 0.0266)  -0.44
S (1.4158, 0.9745, 0.0308)  0.45
Cl (-2.1644, -1.2239, 0.0257)  -0.24
H (0.4014, -1.6729, -0.1928)  0.26

Summary:
- ΔE to the lowest compared entry with this formula, charge and spin (kcal/mol) = 45.3
- LUMO energy (eV) = -2.08
- HOMO (eV) = -10.74
- 2S+1 = 1
- gap between HOMO and LUMO (eV) = 8.66

No. 5
# C2HCoO4

A molecular structure, C2HCoO4 (wB97M-V/def2-TZVPD, OMol25).

Last column: Mulliken charge in e.
Positions of all 8 atoms, in Å:
O (-2.9413, 2.8657, -0.2479)  -0.08
C (-2.0468, 2.1631, -0.1286)  0.52
O (-1.1715, 1.4158, 0.0765)  -0.38
C (1.5448, -1.6553, 0.0077)  0.79
O (0.3258, -1.8944, 0.2332)  -0.28
O (1.9647, -0.4649, 0.0470)  -0.27
Co (0.1001, 0.0446, 0.3016)  1.26
H (2.2241, -2.4747, -0.2894)  0.44

Summary:
- LUMO energy (spin up / spin down) (eV) = -10.22 / -16.02
- HOMO (spin up / spin down) (eV) = -23.51 / -23.44
- net charge = +2
- expectation value of S² = 6.02
- 2S+1 = 5
- gap between HOMO and LUMO (spin up / spin down) (eV) = 13.29 / 7.42

No. 6
# C2HF2IO

C2HF2IO in the gas phase (wB97M-V/def2-TZVPD, OMol25).

Last column: Mulliken charge in e.
Positions of all 7 atoms, in Å:
O (-0.7385, 1.8057, 0.6117)  -0.37
C (-0.4991, 0.6528, 0.7806)  -0.03
C (0.4567, -0.2808, -0.3526)  0.33
F (1.1634, -1.2424, 0.2240)  -0.20
F (1.3889, 0.3117, -1.0756)  -0.19
I (-0.9296, -1.2967, -1.7145)  0.05
H (-0.8418, 0.0496, 1.5264)  0.43

Summary:
- ΔE to the lowest compared entry with this formula, charge and spin (kcal/mol) = 16.8
- LUMO energy (eV) = -0.39
- HOMO (eV) = -10.20
- 2S+1 = 1
- SMILES = O=CC(F)(F)I
- gap between HOMO and LUMO (eV) = 9.80

No. 7
# C2HF2N

C2HF2N in the gas phase (wB97M-V/def2-TZVPD, OMol25).

Last column: Mulliken charge in e.
Positions of all 6 atoms, in Å:
N (-2.1034, -0.7332, 0.0646)  -0.29
C (-1.0083, -0.3458, -0.0022)  0.06
C (0.5069, 0.1138, -0.0448)  0.48
F (0.8241, 0.8606, -1.0856)  -0.21
F (0.6571, 0.8045, 1.0243)  -0.21
H (1.1237, -0.7000, 0.0437)  0.16

Summary:
- ΔE to the lowest compared entry with this formula, charge and spin (kcal/mol) = 7.1
- LUMO energy (eV) = 0.74
- HOMO (eV) = -12.85
- 2S+1 = 1
- SMILES = N#CC(F)F
- gap between HOMO and LUMO (eV) = 13.59

No. 8
# C2HF3O2

C2HF3O2 in the gas phase (wB97M-V/def2-TZVPD, OMol25).

Last column: Mulliken charge in e.
Positions of all 8 atoms, in Å:
O (0.8668, 1.4783, -0.8266)  -0.30
O (0.6477, 0.0630, -1.0916)  -0.24
C (-0.4192, -0.3958, -0.4689)  0.36
F (-1.5190, -0.6408, -1.1824)  -0.21
C (-0.4628, -0.6067, 0.9804)  0.43
F (-1.5159, -1.0568, 1.6203)  -0.19
F (0.5699, -0.3826, 1.7585)  -0.18
H (1.8325, 1.5414, -0.7897)  0.33

Summary:
- ΔE to the lowest compared entry with this formula, charge and spin (kcal/mol) = 125.9
- LUMO energy (eV) = 0.31
- HOMO (eV) = -9.26
- 2S+1 = 1
- SMILES = OOC(F)=C(F)F
- gap between HOMO and LUMO (eV) = 9.56

No. 9
# C2HF3O2

C2HF3O2 in the gas phase (wB97M-V/def2-TZVPD, OMol25).

Last column: Mulliken charge in e.
Positions of all 8 atoms, in Å:
O (-0.9937, -1.6559, -0.4290)  -0.34
C (0.0095, -1.1212, -0.2199)  0.34
F (1.2115, -1.7552, -0.3060)  -0.22
C (0.1539, 0.3991, 0.1741)  0.81
O (-1.1238, 0.8206, 0.2476)  -0.43
F (0.8245, 0.5634, 1.3160)  -0.25
F (1.0197, 1.0225, -0.6750)  -0.25
H (-1.1016, 1.7268, -0.1078)  0.34

Summary:
- ΔE to the lowest compared entry with this formula, charge and spin (kcal/mol) = 18.5
- LUMO energy (eV) = 0.56
- HOMO (eV) = -12.18
- 2S+1 = 1
- SMILES = O=C(F)C(O)(F)F
- gap between HOMO and LUMO (eV) = 12.74

No. 10
# C2HF6NO4S2V

A molecular structure, C2HF6NO4S2V (wB97M-V/def2-TZVPD, OMol25).

Last column: Mulliken charge in e.
Positions of all 17 atoms, in Å:
N (0.0889, 0.2651, -0.1372)  -0.45
S (-1.1337, -0.8024, -0.4297)  1.01
O (-1.0374, -1.1267, -1.8438)  -0.62
O (-1.1965, -1.8458, 0.5807)  -0.59
C (-2.6010, 0.3594, -0.2784)  0.41
F (-3.5302, -0.1099, -1.1161)  -0.21
F (-1.5447, 2.5978, 0.7952)  -0.71
F (-3.1048, 0.1668, 0.9433)  -0.21
S (1.3348, -0.0111, 0.8474)  1.48
O (1.1726, -0.8586, 2.0064)  -0.51
O (1.8079, 1.3986, 1.0141)  -0.83
C (2.6637, -0.8115, -0.2115)  0.68
F (2.4060, -2.0931, -0.3378)  -0.19
F (2.6920, -0.2270, -1.3890)  -0.23
F (3.8106, -0.6338, 0.4116)  -0.21
H (-2.0970, 1.4205, -0.8670)  0.12
V (0.2688, 2.3120, 0.0120)  1.05

Summary:
- LUMO energy (spin up / spin down) (eV) = -1.37 / -1.54
- HOMO (spin up / spin down) (eV) = -10.22 / -11.04
- expectation value of S² = 3.76
- 2S+1 = 4
- gap between HOMO and LUMO (spin up / spin down) (eV) = 8.85 / 9.50

No. 11
# C2HFI2

C2HFI2 in the gas phase (wB97M-V/def2-TZVPD, OMol25).

Last column: Mulliken charge in e.
Positions of all 6 atoms, in Å:
F (-0.2126, 1.9332, -0.1010)  -0.19
C (0.1436, 0.6165, -0.0998)  -0.18
I (2.5344, 0.5237, -0.0227)  0.08
C (-0.7460, -0.3726, 0.0055)  -0.26
I (0.0324, -2.3820, 0.0278)  0.07
H (-1.7518, -0.3187, 0.1901)  0.48

Summary:
- ΔE to the lowest compared entry with this formula, charge and spin (kcal/mol) = 11.5
- LUMO energy (eV) = -1.14
- HOMO (eV) = -9.47
- 2S+1 = 1
- SMILES = F/C(I)=C/I
- gap between HOMO and LUMO (eV) = 8.32

No. 12
# C2HFI2O

2 unconnected molecules or ions with the total composition C2HFI2O (wB97M-V/def2-TZVPD, OMol25).

Last column: Mulliken charge in e.
Positions of all 7 atoms, in Å:
C (0.5808, -0.8346, -0.0863)  -0.02
C (-0.0856, 0.4700, 0.0888)  -0.02
O (0.6149, -1.6788, 0.7536)  -0.35
F (-2.0056, -0.1011, -0.2276)  -0.48
I (-0.3674, 1.2396, 1.9305)  0.33
I (0.1500, 1.9653, -1.3860)  0.26
H (1.1130, -1.0605, -1.0730)  0.28

Summary:
- ΔE to the lowest compared entry with this formula, charge and spin (kcal/mol) = 49.1
- LUMO energy (eV) = -2.25
- HOMO (eV) = -10.15
- 2S+1 = 1
- gap between HOMO and LUMO (eV) = 7.90

Max |F| values (in eV Å⁻¹) by entry order: 2.6 4.6 5.8 5.3 5.1 5.3 3.8 6.2 2.4 4.4 4.5 3.7.